No. 1
A structure of composition C28H32AsN4S3V at a distorted geometry, computed with ωB97M-V/def2-TZVPD.

XYZ file:
```
69
Properties=species:S:1:pos:R:3
As 1.08921 -1.17100 -3.04379
V 0.02806 -0.59048 -0.87909
S 0.27631 -2.89544 -0.25243
S -1.59798 0.16220 1.88112
S -2.00453 -1.77276 -1.69503
N -0.31307 -0.22099 1.03845
N 0.10782 -6.48689 -1.37125
N -2.90950 -4.71028 -3.89960
N -0.75929 1.45458 -1.76880
C 0.00139 2.36241 2.47203
C -1.77162 1.97800 -0.85732
C 0.23921 3.62695 2.98904
C 1.64816 0.57480 -0.61235
C -2.16376 -4.54419 -3.03340
C -0.65448 -1.59355 5.41128
C -1.20888 -4.36997 -2.00084
C 3.69437 2.44837 0.01867
C -1.01328 -3.13744 -1.37669
C -1.20786 1.74002 2.72802
C 2.42230 0.04557 -3.83990
C -1.96325 3.64766 3.96258
C -1.37999 1.28972 -3.08470
C 2.56044 2.84962 -0.67583
C -1.64452 -2.56041 5.53169
C 1.56225 1.93082 -0.98706
C -1.62608 -0.85715 3.34940
C -2.61927 -2.67958 4.54961
C 0.39814 2.36758 -1.84982
C 3.81918 1.11515 0.39450
C 0.24951 -1.75575 -4.73143
C -0.74415 4.27259 3.72868
C -2.60865 -1.83333 3.45448
C -0.63688 -0.74061 4.32225
C 2.29782 -2.69376 -2.85712
C 2.81293 0.20795 0.08516
C -0.46167 -5.52148 -1.64990
C -2.19947 2.37750 3.46265
H 0.75155 2.37086 -2.88573
H 1.18750 4.11321 2.79954
H -3.35405 -1.92122 2.67326
H -3.13794 1.86769 3.65295
H -0.47479 -2.53997 -4.50906
H 0.42168 -0.61973 1.62556
H 3.03953 0.46350 -3.04455
H -1.77961 2.24476 -3.45984
H 0.13065 0.01687 4.22861
H -0.28239 -0.92838 -5.20319
H 0.99896 -2.14337 -5.42325
H 4.47529 3.16229 0.25393
H 1.93215 0.86476 -4.37010
H -2.25366 2.87969 -1.27044
H -2.53875 1.22064 -0.69243
H 4.70568 0.78688 0.92818
H -1.31417 2.23958 0.09100
H 0.10870 -1.50305 6.17381
H -3.38555 -3.43860 4.63670
H 2.46151 3.88949 -0.98119
H 0.74527 1.85542 1.86220
H -0.56408 5.26862 4.11279
H -0.64517 0.91372 -3.79327
H 0.09038 3.39669 -1.61548
H -1.65916 -3.22218 6.38758
H 2.93217 -2.78740 -3.74150
H -2.19119 0.56704 -3.02066
H 2.91177 -2.55134 -1.96930
H 2.92966 -0.83149 0.38880
H 1.72315 -3.60913 -2.72955
H 3.05119 -0.49866 -4.54512
H -2.73524 4.15638 4.52651
```

Output
Relative energy (zero: lowest compared OMol25 entry of this formula, charge and spin) ... 254.0 kJ/mol
Charge ... -1
Energy ... -154546.8736 eV
E_LUMO (spin up / spin down) ... 2.1 / 2.1 eV
2S+1 ... 2


No. 2
A structure of composition C28H32B11Br6Cl4NNdO6P at a distorted geometry, computed with ωB97M-V/def2-TZVPD.

XYZ file:
```
90
Properties=species:S:1:pos:R:3
Nd 0.55674 -0.05337 0.05737
Br 0.18720 2.57522 -1.62936
Br 2.19707 5.55727 -0.25071
Br 2.33700 -0.05006 -2.60446
Br 5.96303 4.50655 -0.40945
Br 6.06361 0.92919 -2.00421
Br 3.00179 1.77472 0.35196
Cl 4.33804 -6.05611 0.63145
Cl 2.55201 -6.67095 -1.82514
Cl 4.36969 -3.22488 1.92534
Cl 0.59978 -4.52096 -2.95746
P -1.88071 -2.03378 1.84064
O 0.81767 2.44478 3.73814
O -1.45220 -0.08142 -1.01298
O 0.69423 -2.05856 -1.28105
O 0.96020 0.75731 2.23475
O 2.38787 -1.44629 0.59132
O -3.62126 0.49541 -1.24180
N -1.15021 1.45290 1.02467
C 2.47255 -2.57504 0.12901
C 3.33594 -4.82920 0.02350
C 1.51359 -2.91433 -0.99032
C 1.60978 -4.20254 -1.61880
C -1.67574 3.26832 2.45882
C 3.63521 4.03163 -4.29534
C -4.04066 0.61356 4.10074
C -1.76436 -3.79613 4.17900
C -0.26369 -1.82810 4.06291
C -5.16828 -0.08935 4.48986
C -3.22407 2.57288 0.75410
C -0.84362 2.24286 2.05162
C -1.84186 -3.63488 -0.41515
C -3.11829 -4.67970 1.40060
C -2.88596 3.43074 1.79335
C 0.45283 1.80555 2.77283
C -5.32626 -1.40445 4.07774
C -2.30818 1.60614 0.38566
C -0.92824 -2.93374 3.23577
C 2.47242 -5.12748 -1.11934
C -3.08956 0.00676 3.29366
C -4.03573 -2.69036 0.16205
C 3.35705 -3.59682 0.60388
C 0.16833 -3.77970 2.58984
C -3.23764 -1.30788 2.85683
C -2.77652 -3.33457 0.75075
C -2.51346 0.59083 -0.74578
C -4.37112 -2.00763 3.27521
B 3.03682 1.79534 -2.86726
B 4.71948 2.25547 -2.47666
B 4.09044 2.39844 -4.14218
B 3.38217 2.71411 -1.37065
B 3.99153 5.01333 -2.94841
B 4.65867 3.90270 -1.71968
B 2.92463 4.42718 -1.66101
B 5.07472 3.69844 -3.44335
B 2.32540 4.53685 -3.33647
B 2.38776 2.91299 -4.07290
B 1.95336 3.11426 -2.37398
H -3.78210 -4.59801 2.25750
H -6.19585 -1.97105 4.38650
H -4.16415 2.63400 0.22438
H 3.73647 4.48106 -5.27024
H -1.37405 3.89647 3.28499
H -4.51814 -3.03824 2.99325
H -0.91183 -4.08983 -0.06269
H -1.00458 -1.21296 4.57421
H -2.22195 -5.21986 1.70707
H -0.23234 -4.60436 1.99613
H -5.91642 0.37854 5.11677
H 0.37478 -2.27848 4.82866
H -3.56801 4.21667 2.09206
H -4.44607 -3.35743 -0.60165
H -2.18750 -4.66963 3.68565
H 0.36303 -1.17962 3.45308
H 4.49319 1.80130 -5.07264
H 0.81654 -4.20551 3.36142
H -1.61984 -2.73144 -0.97915
H 6.11324 3.97256 -3.92364
H -3.89420 1.63658 4.42391
H -3.81212 -1.73994 -0.32329
H -2.20511 0.55905 3.01730
H 1.56687 5.33836 -3.74133
H -1.11998 -4.15156 4.98896
H -2.57020 -3.22260 4.63274
H 1.65712 2.64704 -4.95511
H -4.80933 -2.51700 0.90454
H -2.31944 -4.34254 -1.09887
H -3.62844 -5.29463 0.65295
H 0.79073 -3.15216 1.94995
H 4.33405 6.12681 -3.11178
```

Output
Charge ... 0
Energy ... -545696.4750 eV
E_LUMO (spin up / spin down) ... -4.4 / -4.4 eV
2S+1 ... 4


No. 3
A cluster of 5 separate species, C28H32BClF32NO6 in total at a distorted geometry, computed with ωB97M-V/def2-TZVPD.

XYZ file:
```
101
Properties=species:S:1:pos:R:3
Cl 0.81589 2.98270 1.96894
F -1.77925 -2.44444 -2.09969
F -2.66174 2.40757 -4.94415
F -1.50248 6.32875 -8.20495
F -1.79030 -4.93476 1.82566
F 2.97227 6.79363 -6.62508
F -3.24200 -2.13489 -5.30276
F 6.10548 1.97256 8.81647
F 2.38177 0.09063 6.52828
F -2.33120 3.74425 -8.24645
F -4.89438 1.21650 -6.19321
F 4.10328 1.26926 8.36785
F 1.88475 4.94573 -6.68802
F -0.18977 3.73923 -7.98923
F -1.69185 -9.18923 -0.31472
F -0.64922 -4.33035 3.57219
F -2.08190 -7.52835 3.13059
F 3.49146 2.74367 6.10559
F 5.98786 1.65500 6.10679
F -2.34571 0.40676 -5.64434
F 2.06664 0.01284 4.37957
F -2.87588 -5.80574 4.15432
F 1.44089 2.42777 5.51887
F 0.98744 5.83725 -9.37421
F 0.02352 -8.45296 1.67822
F 0.96173 -8.23786 -0.23481
F -2.36177 -7.24909 0.38477
F 7.11824 0.06918 6.99917
F -3.71702 -1.54551 -2.48758
F -2.61987 5.77390 -6.43203
F 3.09674 5.42314 -9.08919
F -5.03587 -0.16580 -4.53030
F -3.29134 -3.79868 -3.93484
O 2.83904 -2.12821 0.43696
O 0.32333 -6.40695 0.79991
O 5.09319 -0.39933 6.28793
O 0.78041 6.90217 -6.74501
O 1.10479 -1.50088 -1.24487
O -2.58410 0.79561 -3.44889
N -0.73089 0.73213 2.42318
C 5.88246 0.58479 6.91096
C -0.01962 -7.74658 0.53931
C 0.34177 -5.89722 2.14753
C -3.02702 1.12536 -4.74216
C -1.34655 -7.88864 -0.22277
C -1.89057 3.45966 4.60014
C -2.50356 -1.75689 -3.04010
C -1.42902 5.59548 -7.07452
C -1.33869 4.09554 -7.39484
C -0.34571 6.21709 -6.15810
C 1.90767 6.19211 -7.18843
C 2.72782 2.06623 5.24874
C -1.72800 -6.38378 3.72294
C -1.66967 0.07347 3.04641
C -0.22456 -0.02157 1.25177
C -1.68231 3.00472 3.09692
C -4.55269 1.03056 -4.90255
C -2.60194 -2.68172 -4.26366
C -0.97765 -5.41193 2.79910
C 1.31668 -0.09652 0.95853
C 5.40406 0.92752 8.33047
C -0.58897 -1.51658 1.64135
C 4.27934 -0.07793 5.14612
C -0.39243 2.06972 2.95903
C 2.08492 6.23810 -8.71431
C 2.87507 0.54116 5.35796
C -1.79548 -0.38976 -3.21755
C -2.01186 -1.27015 2.35766
B 1.75719 -1.31260 -0.00541
H -1.48588 3.94157 2.51669
H -2.42112 -2.08459 2.99003
H 4.09224 -1.05682 4.69986
H 1.58684 0.85573 0.41510
H -0.89354 3.75336 5.02353
H -1.32883 -0.18448 -2.25170
H 3.46162 -1.48256 0.80310
H -0.02165 5.51883 -5.38496
H 2.31578 7.25477 -9.03739
H -2.59532 2.55356 2.64509
H 0.96015 -5.00119 2.05784
H 2.96705 2.40704 4.23726
H -2.22803 0.38009 3.95577
H -5.04507 1.79317 -4.29597
H 1.89766 -0.04358 1.91642
H -2.53022 4.36647 4.66811
H 4.85248 0.46761 4.39424
H -2.27825 2.60334 5.20270
H -0.01736 -1.98776 2.47458
H 0.34465 -2.08437 -1.11523
H -0.85810 7.01496 -5.61769
H -1.60603 -2.98535 -4.59824
H -0.89249 -2.18482 0.79780
H 0.90147 -6.55717 2.81169
H -0.91678 0.15363 0.38524
H -1.12181 -6.62722 4.59968
H -0.96372 -0.45380 -3.92031
H -2.67996 -1.18789 1.45384
H 5.54406 0.07216 8.99375
H 0.00701 1.97914 3.99606
H -1.24978 -7.47972 -1.23024
H -1.44999 3.49908 -6.48816
```

Output
Relative energy (zero: lowest compared OMol25 entry of this formula, charge and spin) ... 216.5 kJ/mol
Charge ... +1
Energy ... -143482.5741 eV
E_LUMO ... -4.5 eV
2S+1 ... 1


No. 4
A cluster of 5 separate species, C28H32BClN6O in total, computed with ωB97M-V/def2-TZVPD.

XYZ file:
```
69
Properties=species:S:1:pos:R:3
Cl -1.21949 -4.41064 3.49945
O -2.78370 -3.51322 0.24991
N -1.83948 6.71723 1.65920
N 0.48322 -3.84423 0.00294
N -4.95934 3.73170 0.73350
N 1.20341 -3.82514 2.73782
N -2.73040 -0.56388 -0.49843
N 3.75198 -1.52336 -3.73278
C -1.68323 7.88730 0.97128
C -4.75706 4.54380 1.81542
C 3.48453 -1.25526 -5.91297
C -0.85538 8.69793 1.70205
C 2.12450 -3.56574 1.76199
C -2.84958 1.34963 -1.60572
C 3.46632 -3.29215 2.12130
C -2.01293 0.32618 -1.24773
C -0.49683 7.98504 2.87839
C 2.87969 -0.15783 -5.23995
C 5.84069 -2.78017 1.55698
C 0.01830 -4.09173 2.31725
C 4.01498 -2.07735 -4.95690
C -1.11983 6.76651 2.82052
C -5.97620 4.23295 -0.02792
C -0.37887 -4.12738 0.94540
C -2.23500 -6.02690 0.39115
C 2.73097 -3.25862 -0.55905
C -4.01799 -0.12872 -0.37372
C 4.02585 -3.00569 -0.20510
C 6.78654 -3.65896 0.76156
C 1.75560 -3.56080 0.40702
C -6.42631 5.38213 0.56888
C -5.64994 5.58106 1.74147
C 4.39922 -3.03530 1.16782
C 3.06348 -0.35159 -3.89834
C -4.12585 1.05971 -1.04939
C 6.70332 -4.98564 0.75969
B -1.86582 -4.51508 0.51183
H 3.73640 -3.31962 3.16847
H 5.93838 -3.05978 2.60899
H 7.55767 -3.19855 0.15214
H -6.29405 3.73499 -0.92805
H -3.99703 4.31425 2.54395
H -5.73687 6.38934 2.44803
H 2.41911 -3.24890 -1.59748
H -4.74778 -0.69558 0.17907
H -2.17278 8.04321 0.02552
H 2.37010 0.67699 -5.69053
H -3.02096 -3.01922 1.04369
H 6.20487 -5.53036 1.55527
H 4.79329 -2.79392 -0.93864
H 0.14335 8.32778 3.67386
H -2.40421 5.94144 1.36090
H 7.11370 -5.58110 -0.04574
H -3.21720 -6.20501 -0.03777
H -7.22250 6.00981 0.20571
H 2.76520 0.24073 -3.05027
H -2.58040 2.20684 -2.19966
H -2.36861 -1.41379 -0.10173
H -1.11199 5.93524 3.50459
H -4.43989 2.89400 0.52768
H -0.97210 0.15596 -1.46310
H -1.45645 -6.53490 -0.18418
H 4.55445 -3.00505 -5.04202
H 4.01136 -1.91708 -2.84780
H -5.02261 1.64999 -1.14164
H 6.09212 -1.72840 1.42953
H -0.54188 9.69052 1.42554
H 3.52559 -1.41970 -6.97641
H -2.17007 -6.43984 1.40275
```

Output
SMILES ... C=CCc1ccc2nc(B(C)O)c(Cl)nc2c1.c1cc[nH]c1.c1cc[nH]c1.c1cc[nH]c1.c1cc[nH]c1
Charge ... 0
Energy ... -53741.6374 eV
E_LUMO ... -0.7 eV
2S+1 ... 1


No. 5
A structure of composition C28H32BF14KN4S6, computed with ωB97M-V/def2-TZVPD.

XYZ file:
```
86
Properties=species:S:1:pos:R:3
K -0.60953 1.33864 -0.50987
S -0.76545 -4.33057 1.68583
S 6.28487 1.04144 -0.54809
S 2.23259 -4.01926 -0.18040
S -0.68369 -1.60115 -2.54833
S -3.10852 -2.47573 0.13303
S 4.35557 -1.25811 -0.46803
F -7.98175 1.35732 -0.61630
F 2.02917 2.39635 -3.59494
F 3.82297 7.10557 -1.45251
F -0.21967 1.89012 -3.42927
F -5.05144 1.11166 3.06097
F -5.83043 1.24461 -2.32918
F 4.95814 5.88186 0.72477
F 1.39316 6.17986 -2.33746
F 1.19769 0.50579 -4.60706
F 0.15195 4.14990 -1.10899
F -7.48733 1.29348 2.07854
F 1.32319 0.63914 -2.30095
F -3.33934 1.00610 -1.41261
F 3.82622 3.85377 1.95217
N 1.16868 2.86781 1.01262
N 3.86057 1.24439 -1.29174
N 0.07775 0.28931 2.07030
N -2.74405 0.75486 1.20647
C 1.17783 -0.66375 2.03265
C 4.68591 0.33351 -0.80361
C 3.20802 6.06402 -0.83727
C -2.41013 0.40256 2.56602
C 4.42717 2.51727 -1.71197
C -6.71408 1.25872 -0.14151
C -5.62344 1.19331 -0.99827
C -1.10262 -0.37412 2.61413
C 0.59278 -5.51258 1.56958
C -1.83213 -4.98750 0.38016
C 1.97412 5.58766 -1.28024
C -2.06222 -2.77446 -2.51744
C -4.00874 0.93734 0.87933
C -3.26521 -2.37357 -1.66664
C 0.44382 1.46152 2.85673
C -3.17816 -4.27181 0.37652
C -5.17352 1.05415 1.70458
C 3.75478 5.46052 0.27267
C 1.34326 -5.54397 0.24039
C -6.45468 1.19502 1.21276
C 1.24312 -3.33768 -1.55386
C 5.65253 2.72297 -0.83277
C 1.57831 2.29075 2.27261
C 3.12329 4.41478 0.92284
C -4.35069 1.05633 -0.50804
C 1.87085 3.86575 0.51375
C 1.35003 4.55372 -0.63693
C 0.34396 -2.17283 -1.16508
B 1.07394 1.37372 -3.52923
H 0.86165 -1.58431 1.54306
H 0.67051 -4.15990 -1.98925
H -1.34260 -4.86229 -0.58548
H -0.90962 -0.68106 3.66353
H 0.67519 -5.79584 -0.58385
H -1.24564 -1.28833 2.03425
H 1.51959 -0.93108 3.05130
H -3.15400 -0.26413 3.02488
H 5.39042 3.16709 0.12555
H 1.81515 3.05425 3.02914
H 0.97251 -1.32196 -0.90083
H -3.82273 -4.70550 -0.39266
H 4.70095 2.46213 -2.76951
H -3.50330 -1.32701 -1.86131
H -0.42887 2.11186 2.93235
H -3.67227 -4.42178 1.33837
H 3.68986 3.30767 -1.59096
H 1.27655 -5.22553 2.37008
H 2.08626 -6.34390 0.29363
H -2.39644 -2.81840 -3.55799
H 2.48586 1.67628 2.18888
H 0.72188 1.14695 3.88393
H 2.03240 -0.26764 1.48464
H 0.21465 -6.51320 1.80381
H 6.41179 3.32919 -1.32170
H -1.70030 -3.77428 -2.27315
H -1.97828 -6.05850 0.55477
H -4.13772 -2.96891 -1.95473
H -2.35237 1.27636 3.23200
H 1.95552 -2.99925 -2.30549
H -0.28305 -2.40941 -0.30713
H 2.91701 0.99191 -1.58093
```

Output
Relative energy (zero: lowest compared OMol25 entry of this formula, charge and spin) ... 1.9 kJ/mol
Charge ... -2
Energy ... -155582.6646 eV
E_LUMO ... 3.4 eV
2S+1 ... 1


No. 6
A cluster of 2 separate species, C28H32BNO4PS in total at a distorted geometry, computed with ωB97M-V/def2-TZVPD.

XYZ file:
```
68
Properties=species:S:1:pos:R:3
S 0.46956 -5.48826 -0.09757
P 0.76953 -3.64135 0.88537
O -0.66204 3.26028 -1.11021
O -1.67434 -3.86667 5.22009
O 0.78940 -2.53117 -1.82540
O 1.07023 6.63385 -4.86599
N -3.49194 -4.17129 3.88277
C -0.29200 4.04267 -1.96818
C 1.33634 7.82808 -0.86963
C -0.94566 2.46458 -3.77620
C -0.11813 4.26043 -5.73473
C -3.68717 -3.29271 2.72536
C -3.99134 -1.63175 0.32828
C -0.39822 3.69057 -3.40693
C -3.79799 -0.99374 1.63051
C 0.73577 6.24036 -2.57521
C 0.31771 5.73476 -0.25313
C -0.54215 -3.26133 2.16759
C 0.64862 5.88042 -4.01199
C 4.66767 -1.68358 3.30492
C 0.26409 5.36556 -1.59463
C -0.67971 3.04541 -6.09818
C 1.28024 7.46732 -2.20796
C 0.02989 4.58424 -4.38919
C -2.05273 -4.16912 4.10931
C 3.28675 -2.25028 1.21178
C 2.48077 -3.52725 1.67495
C -3.64253 -1.82913 2.81599
C 0.06444 -0.82449 0.07181
C -3.89621 -3.95411 1.42629
C -4.04791 -3.08300 0.25198
C -1.03214 -4.51888 2.97480
C 0.84828 6.96475 0.10743
C 4.73945 -2.37299 1.87522
C -1.08510 2.14331 -5.11836
B 0.55718 -2.25992 -0.48217
H -1.41026 -2.83742 1.58347
H 1.75704 8.78562 -0.58604
H -1.51584 1.19039 -5.40399
H -3.89471 -3.72378 4.71177
H -0.80068 2.79863 -7.14638
H 0.20064 4.95752 -6.50045
H -0.19944 -2.41946 2.83435
H 0.03209 -0.04123 -0.72497
H -3.47320 -1.34765 3.81028
H -1.44898 -5.32432 2.32138
H 5.67803 -1.30527 3.62226
H 0.69040 -0.53751 0.96150
H 5.51165 -1.89459 1.22232
H 4.98640 -3.44975 2.05153
H -4.17940 -3.58670 -0.72950
H -3.74120 0.11550 1.67024
H 3.41665 -2.18628 0.09764
H 3.01430 -4.47385 1.37865
H 1.17710 -5.29665 -1.27324
H -1.26792 1.76184 -3.01682
H 4.31160 -2.45501 4.04679
H 2.76820 -1.31270 1.54748
H 3.91144 -0.85504 3.32840
H 1.65688 8.14446 -2.96520
H -3.91000 -5.06668 1.35008
H -0.05783 5.06558 0.51172
H 0.47225 -1.72665 -2.28675
H 0.88422 7.25222 1.15172
H -0.13026 -4.94281 3.50082
H 2.33959 -3.54169 2.79358
H -4.11125 -1.06226 -0.61670
H -0.98612 -0.94001 0.47530
```

Output
Relative energy (zero: lowest compared OMol25 entry of this formula, charge and spin) ... 210.9 kJ/mol
Charge ... +1
Energy ... -60030.6838 eV
E_LUMO ... -3.3 eV
2S+1 ... 1